114
Properties=species:S:1:pos:R:3:forces:R:3 method="wB97M-V/def2-TZVPD" s_squared=8.800 homo_energy_ev="-9.7 / -10.6" de_lowest_kcal_mol=7.6 charge=+1 multiplicity=6 mol_weight_g_mol=1079.34 orbital_gap_ev="7.134 / 4.777"
Ir 0.117588 -0.212500 -0.231940 -0.222 -0.563 -0.102
C -2.725960 -3.689449 -1.145390 0.090 -0.029 -0.082
C -2.643058 -2.425989 -1.996848 0.030 0.114 0.180
C -3.664022 -1.397426 -1.518466 0.083 -0.053 -0.043
P -0.935768 -1.670982 -2.069711 -0.168 0.172 -0.052
C 0.029199 -3.066189 -2.852968 0.166 0.237 -0.076
C -0.456922 -3.593034 -4.204056 -0.067 -0.069 0.115
C 1.534831 -2.818289 -2.918847 -0.047 -0.006 0.072
C -1.299506 -0.356345 -3.302436 0.156 -0.094 0.084
C -1.724897 -0.615578 -4.593596 -0.027 0.087 -0.105
C -2.080133 0.394813 -5.492856 0.010 -0.044 0.104
C -2.531557 0.072388 -6.885675 0.030 0.037 0.014
C -2.018555 1.721072 -5.045151 -0.037 -0.031 -0.114
C -1.644316 2.016481 -3.760586 0.049 0.002 0.240
C -1.266454 0.993177 -2.845339 -0.258 0.163 -0.297
N -0.910246 1.282005 -1.565550 0.465 -0.199 0.255
C -1.137236 2.614973 -1.111814 -0.161 0.207 0.120
C -2.392145 2.917345 -0.557575 -0.101 -0.178 -0.042
C -3.449736 1.851980 -0.455259 0.045 0.129 -0.014
C -2.652328 4.214253 -0.132183 -0.005 0.057 -0.045
C -1.699068 5.229667 -0.222647 0.022 0.010 -0.033
C -2.013765 6.626041 0.243460 -0.002 -0.081 -0.034
C -0.466210 4.906221 -0.767350 -0.007 0.090 0.057
C -0.163081 3.620904 -1.222325 0.160 -0.168 0.019
C 1.183358 3.338338 -1.831545 -0.153 0.076 0.063
H -3.725984 -4.118655 -1.238595 0.027 0.015 0.001
H -2.552549 -3.468129 -0.094402 0.040 -0.016 0.085
H -2.011165 -4.453889 -1.454984 -0.052 0.002 0.034
H -2.866751 -2.679659 -3.036982 -0.023 0.027 -0.016
H -3.433434 -1.085413 -0.496608 -0.044 -0.037 -0.044
H -4.662150 -1.839122 -1.518820 0.018 0.003 0.014
H -3.683755 -0.517004 -2.162452 -0.027 -0.025 0.047
H -0.129679 -3.841560 -2.103454 -0.028 -0.013 0.087
H -0.167833 -2.924801 -5.015894 -0.022 -0.021 0.000
H -1.533268 -3.769306 -4.237871 0.038 0.002 -0.052
H 0.029777 -4.552572 -4.390643 -0.001 0.019 -0.006
H 1.786604 -2.107556 -3.706560 -0.002 -0.013 -0.009
H 2.037287 -3.758962 -3.159136 -0.012 0.034 -0.011
H 1.916389 -2.460703 -1.964559 0.024 -0.032 -0.027
H -1.809095 -1.640288 -4.926140 -0.007 0.040 -0.010
H -2.532758 -1.001819 -7.063666 -0.008 0.027 -0.013
H -1.874486 0.543174 -7.620851 -0.024 -0.028 0.018
H -3.539182 0.454492 -7.063468 0.026 -0.019 0.005
H -2.288885 2.526990 -5.719680 0.015 -0.050 0.031
H -1.627008 3.048308 -3.432454 -0.017 -0.023 -0.014
H -3.047271 0.951425 0.011888 -0.033 0.055 -0.026
H -3.804889 1.565061 -1.447751 0.016 -0.001 0.052
H -4.308660 2.205369 0.115616 0.050 -0.013 -0.001
H -3.639258 4.447748 0.259442 0.044 -0.044 0.010
H -2.839987 7.045931 -0.333185 0.020 0.004 0.025
H -1.152524 7.282686 0.132301 -0.017 -0.004 0.010
H -2.313509 6.628285 1.293180 0.000 0.030 -0.017
H 0.290578 5.679334 -0.859100 -0.020 -0.065 0.005
H 1.809984 4.227835 -1.795679 0.000 -0.013 -0.018
H 1.085189 3.029467 -2.874759 0.019 -0.026 0.027
H 1.688429 2.534972 -1.293396 0.024 -0.004 -0.092
N -1.124420 -0.471070 1.778536 0.038 -0.314 -0.330
C -0.271862 -0.511350 2.972994 0.625 0.197 -0.177
C 1.185677 -0.129453 2.648435 -0.581 -0.079 0.009
O 1.859975 0.409361 3.542969 0.236 -0.282 -0.483
O 1.572996 -0.398917 1.461998 0.062 0.387 0.270
H -1.959047 0.072873 1.942140 -0.062 0.056 -0.009
H -1.392510 -1.435836 1.568338 -0.217 -0.145 0.220
H -0.212025 -1.522234 3.380553 -0.183 -0.097 0.031
H -0.642932 0.141288 3.756690 -0.112 0.056 0.062
O -2.215885 -5.153598 2.863578 -0.013 -0.076 -0.095
S -0.941039 -4.500773 2.876538 0.055 0.177 -0.086
O -0.471430 -3.959390 4.125525 -0.004 0.001 -0.009
N -0.879081 -3.324181 1.728020 0.044 0.222 0.126
C 0.141163 -3.490841 0.908124 0.101 -0.035 -0.092
O 0.529883 -2.676288 0.027437 -0.024 -0.068 0.152
C 0.836161 -4.808509 1.077668 0.051 -0.025 -0.101
C 1.838609 -5.344467 0.292071 0.077 -0.029 0.005
C 2.319280 -6.608938 0.617180 0.021 0.022 -0.064
C 1.806436 -7.308023 1.705579 -0.024 -0.001 0.017
C 0.795191 -6.765274 2.492342 -0.052 -0.009 0.104
C 0.326606 -5.514776 2.149582 -0.045 0.097 -0.064
H 2.229480 -4.785256 -0.549959 -0.001 -0.015 0.032
H 3.098819 -7.059229 0.014122 -0.027 0.022 0.042
H 2.194275 -8.290797 1.942448 -0.005 0.031 -0.015
H 0.389130 -7.305121 3.338124 0.012 0.006 -0.030
N 6.874182 0.107382 -3.159205 -0.127 0.085 0.172
C 5.730397 -0.258717 -3.751868 0.052 -0.198 -0.371
S 5.667197 -0.901669 -5.266354 -0.017 0.100 0.166
C 4.491539 -0.104349 -2.935432 -0.010 0.034 0.102
C 3.290188 0.245798 -3.541679 0.032 0.068 -0.039
C 2.150033 0.322235 -2.772823 0.128 0.090 0.108
N 2.137696 0.092927 -1.453573 -0.009 -0.187 -0.066
C 3.291937 -0.231443 -0.863857 -0.020 -0.012 0.071
C 4.481289 -0.340570 -1.566578 0.072 0.017 -0.054
H 7.735239 0.024973 -3.672380 0.026 -0.037 -0.026
H 6.882818 0.576288 -2.269274 0.017 0.019 -0.017
H 3.257391 0.439623 -4.604815 -0.014 -0.050 -0.001
H 1.203863 0.573215 -3.231380 -0.044 0.004 0.003
H 3.241400 -0.413879 0.202307 0.005 -0.032 -0.060
H 5.379662 -0.643478 -1.043269 -0.051 -0.002 0.019
N -1.385827 3.157894 2.668202 0.014 0.171 -0.283
C -0.120662 2.781393 2.787642 -0.005 0.175 0.745
S 0.829360 2.515537 1.371199 0.094 0.046 -0.262
N 0.448168 2.591471 3.965773 -0.103 0.197 -0.002
C -0.216958 2.616289 5.233038 -0.190 0.002 0.006
C -0.974565 3.710596 5.635798 0.077 0.087 -0.050
C -1.634012 3.673072 6.856933 0.002 0.001 -0.050
C -1.530953 2.555646 7.671456 0.018 -0.009 0.039
C -0.731509 1.488384 7.282916 0.009 0.002 0.009
C -0.063798 1.516477 6.068639 0.022 -0.108 -0.057
H -1.728878 3.431316 1.754130 -0.137 -0.064 0.019
H -1.928298 3.381149 3.489921 0.022 -0.023 0.006
H 1.288409 2.002161 3.933843 0.164 -0.181 0.001
H -1.001652 4.612904 5.033610 -0.022 -0.050 -0.005
H -2.216809 4.529091 7.170252 -0.002 -0.023 0.016
H -2.055544 2.524700 8.617652 0.023 0.002 -0.028
H -0.627765 0.620431 7.921646 0.001 0.053 -0.001
H 0.573791 0.693722 5.760815 -0.075 0.049 -0.009


111
Properties=species:S:1:pos:R:3:forces:R:3 method="wB97M-V/def2-TZVPD" homo_energy_ev=-11.8 charge=+2 mol_weight_g_mol=951.74 orbital_gap_ev=6.259
Sc -0.548529 -0.153203 0.941602 -0.580 -0.019 -0.040
C -3.732481 0.273764 1.949659 -0.006 -0.017 0.001
C -3.054833 -0.701699 2.861125 -0.012 -0.021 0.004
C -3.773066 -1.222085 3.933978 0.005 0.015 -0.001
C -3.190752 -2.145807 4.771007 0.008 0.000 -0.003
C -1.886983 -2.547819 4.503984 0.004 -0.001 0.004
C -1.214780 -2.004511 3.424543 0.028 0.021 -0.015
N -1.785504 -1.079759 2.618474 0.013 -0.027 0.013
Sb 0.751424 -2.839133 3.115369 -0.005 0.044 -0.002
C 1.894589 -1.051570 2.789644 0.042 0.000 0.036
C 3.083396 -1.010235 3.496409 0.027 0.013 -0.009
C 4.012961 -0.015300 3.217219 -0.020 -0.021 0.004
C 3.711624 0.895297 2.230324 -0.034 0.034 0.012
C 2.486740 0.825147 1.575877 0.049 0.000 -0.044
C 2.127297 1.816994 0.524829 -0.058 -0.001 -0.007
N 1.580582 -0.126190 1.857364 0.084 -0.145 -0.069
C 0.591236 -3.209218 0.991951 0.051 -0.016 0.016
C 0.844244 -4.509911 0.591755 -0.005 0.003 -0.020
C 0.859210 -4.811341 -0.765220 -0.007 0.013 0.007
C 0.633093 -3.793142 -1.665237 0.024 0.003 -0.005
C 0.379869 -2.502926 -1.205668 -0.084 0.004 -0.028
C 0.084843 -1.417033 -2.194812 0.096 -0.053 -0.036
N 0.351386 -2.220299 0.106149 0.070 0.064 0.130
H -4.396733 0.917219 2.523455 -0.002 0.006 -0.006
H -4.343950 -0.260152 1.219447 0.006 0.008 -0.009
H -3.025315 0.913886 1.418072 0.011 0.006 0.008
H -4.785590 -0.879612 4.099161 -0.001 -0.004 0.003
H -3.734040 -2.552791 5.613440 0.000 0.001 0.001
H -1.401188 -3.282971 5.132298 -0.001 0.003 0.004
H 3.294421 -1.759583 4.248193 0.000 0.001 0.001
H 4.951676 0.032521 3.752888 0.001 0.002 0.001
H 4.403284 1.683352 1.965562 0.002 -0.001 0.006
H 2.780366 2.687057 0.553687 0.022 -0.011 -0.050
H 1.109551 2.165197 0.717278 0.018 0.015 0.067
H 2.183272 1.362917 -0.469077 -0.001 -0.019 0.010
H 1.037803 -5.279630 1.327552 -0.005 0.000 0.000
H 1.053237 -5.819948 -1.106063 0.007 0.002 -0.001
H 0.648658 -3.978431 -2.730913 0.011 -0.001 -0.002
H 0.699521 -1.545756 -3.084626 0.020 0.009 -0.006
H 0.298198 -0.428523 -1.792672 0.014 0.006 -0.002
H -0.961273 -1.460009 -2.509066 0.060 0.006 0.010
O -6.061668 -2.239876 -3.272632 -0.002 -0.002 -0.002
C -5.597515 -3.123030 -2.281374 -0.003 0.006 0.004
C -4.458455 -2.473055 -1.550359 -0.004 0.001 -0.006
C -3.751527 -3.164544 -0.570238 -0.003 -0.001 0.005
C -2.715707 -2.528808 0.076415 -0.005 -0.005 0.012
N -2.348798 -1.268351 -0.185523 0.136 0.016 0.003
C -3.024777 -0.599625 -1.127011 -0.033 0.037 0.021
C -4.078023 -1.169603 -1.828080 0.004 0.002 -0.002
C -2.561673 0.786145 -1.381680 0.012 -0.027 0.038
C -3.267017 1.648713 -2.196479 0.017 -0.032 -0.010
C -2.776061 2.924526 -2.455429 -0.026 -0.024 -0.012
C -3.583452 3.896261 -3.278999 -0.017 -0.006 -0.001
O -4.439877 3.251293 -4.193138 0.006 -0.025 0.024
C -1.557836 3.266775 -1.897516 -0.015 0.023 0.020
C -0.929298 2.366654 -1.061181 -0.028 0.036 -0.024
N -1.406785 1.147232 -0.775365 0.053 0.168 -0.054
H -6.816216 -2.627981 -3.726497 0.000 0.000 0.001
H -5.245185 -4.068901 -2.708443 0.003 0.002 -0.005
H -6.380180 -3.363343 -1.551848 0.002 -0.006 0.000
H -3.999378 -4.186523 -0.314185 0.000 0.000 0.002
H -2.151912 -3.047011 0.841876 0.003 0.002 0.001
H -4.604942 -0.627343 -2.596903 0.000 -0.003 -0.003
H -4.203794 1.353117 -2.644182 -0.002 0.011 -0.006
H -2.923758 4.623005 -3.758966 0.011 -0.022 -0.021
H -4.223783 4.453817 -2.589562 0.028 0.030 0.008
H -3.977593 3.103500 -5.024215 -0.011 0.024 -0.009
H -1.106682 4.234635 -2.067353 0.003 -0.008 0.001
H -0.002800 2.654821 -0.597762 -0.012 -0.016 -0.019
C 6.741886 -0.347971 -2.275029 -0.003 0.007 -0.005
N 6.446644 -1.291573 -1.196786 -0.002 0.001 0.006
C 6.355509 -2.634109 -1.766844 -0.003 -0.004 -0.007
N 5.378360 -2.747439 -2.848624 0.015 -0.008 0.001
C 5.705631 -1.759075 -3.876711 -0.002 -0.002 0.000
N 5.776795 -0.390368 -3.371299 0.005 0.000 0.004
C 4.466723 0.092910 -2.950567 -0.002 -0.011 -0.010
P 3.701450 -0.907477 -1.572586 -0.028 -0.011 -0.003
C 5.223407 -0.927143 -0.491962 0.006 0.005 0.010
C 4.018143 -2.573775 -2.355448 -0.027 -0.001 0.009
H 7.725423 -0.592843 -2.678730 0.000 -0.001 0.000
H 6.779385 0.664075 -1.867319 0.000 0.000 0.000
H 6.101828 -3.344148 -0.976871 -0.001 0.000 -0.001
H 7.335220 -2.899534 -2.166783 0.001 0.000 0.000
H 4.962601 -1.810295 -4.674973 0.000 -0.001 0.002
H 6.679142 -2.017555 -4.295855 0.001 -0.001 0.000
H 3.790542 0.087491 -3.810428 0.002 -0.001 0.007
H 4.556761 1.133851 -2.626740 0.002 -0.001 0.006
H 5.061229 -1.626588 0.334436 0.000 0.002 0.002
H 5.352677 0.064510 -0.048189 0.001 -0.003 -0.005
H 3.319360 -2.717228 -3.186353 -0.004 0.008 0.012
H 3.803313 -3.353443 -1.618094 -0.007 -0.007 0.001
C -1.951447 1.959843 4.123337 0.010 0.007 -0.016
Si -0.752812 2.124996 2.655982 0.073 -0.066 0.086
C 0.843148 2.625234 3.558565 -0.015 0.007 -0.030
C -1.329329 3.677099 1.721558 -0.001 -0.011 -0.008
C -2.678270 3.870491 1.404030 0.000 0.002 -0.008
C -3.107023 4.968821 0.671269 0.000 0.001 0.000
C -2.187562 5.910887 0.228612 -0.008 0.008 0.014
C -0.843425 5.748378 0.535427 0.007 0.006 0.005
C -0.426061 4.646308 1.271706 0.001 0.007 0.005
H -1.748233 2.794589 4.798336 -0.017 0.003 0.004
H -1.799013 1.040216 4.694098 0.017 -0.006 -0.008
H -3.006096 2.025911 3.857139 0.001 -0.020 -0.008
H 0.587292 3.411316 4.273096 0.019 0.009 0.002
H 1.642609 3.018315 2.929844 0.004 -0.017 -0.024
H 1.252654 1.787793 4.130872 -0.005 -0.004 0.000
H -3.424362 3.164806 1.754887 -0.003 -0.001 0.006
H -4.162176 5.103350 0.465547 -0.002 0.001 -0.001
H -2.519061 6.779383 -0.326028 -0.001 0.002 -0.001
H -0.122682 6.492987 0.220804 0.000 0.000 0.001
H 0.627076 4.559751 1.520401 -0.002 0.002 0.005